# C4H11N2O

The ion C4H11N2O with charge +1 at a distorted geometry (ωB97M-V/def2-TZVPD, the Open Molecules 2025 dataset).

ΔE to the lowest compared entry with this formula, charge and spin: 4.2 kcal/mol
total energy: -9348.67346 eV
HOMO energy: -14.49 eV
gap between HOMO and LUMO: 11.32 eV
SMILES: NC(=O)CCC[NH3+]

Structure (ORCA input):
```
! RIJCOSX wB97M-V def2-TZVPD def2/J DEFGRID3
* xyz 1 1
N 1.91 -0.84 1.34
C 1.15 -0.15 0.49
O 1.00 1.06 0.63
C 0.47 -0.94 -0.64
C -1.06 -1.03 -0.41
C -1.79 0.27 -0.14
N -1.22 1.49 -0.83
H 2.54 -0.35 1.91
H 2.10 -1.81 1.17
H 0.87 -1.95 -0.57
H 0.71 -0.48 -1.58
H -1.16 -1.65 0.47
H -1.51 -1.50 -1.28
H -2.82 0.19 -0.43
H -1.78 0.54 0.92
H -0.28 1.62 -0.36
H -1.89 2.26 -0.82
H -0.99 1.34 -1.81
*
```



# C4H11N2O

The ion C4H11N2O with charge +2 at a distorted geometry (ωB97M-V/def2-TZVPD, the Open Molecules 2025 dataset).

ΔE to the lowest compared entry with this formula, charge and spin: 17.8 kcal/mol
total energy: -9334.15812 eV
HOMO energy (alpha / beta): -20.96 / -21.06 eV
gap between HOMO and LUMO (alpha / beta): 12.24 / 8.60 eV

Structure (ORCA input):
```
! RIJCOSX wB97M-V def2-TZVPD def2/J DEFGRID3
* xyz 2 2
N 2.62 -0.05 -0.53
C 1.35 0.45 0.14
C 0.16 -0.13 -0.66
N -1.07 -0.09 -0.02
C -1.59 1.14 0.66
C -1.86 -1.31 0.16
O 0.33 -0.63 -1.73
H 2.28 -0.50 -1.40
H 3.18 -0.77 -0.08
H 3.17 0.76 -0.79
H 1.42 1.54 0.04
H 1.29 0.33 1.22
H -0.79 1.62 1.22
H -2.05 1.80 -0.08
H -2.32 0.77 1.36
H -2.86 -1.16 -0.23
H -1.36 -2.07 -0.45
H -1.88 -1.70 1.18
*
```



# C4H11N2O2

A cluster of 2 separate species, C4H11N2O2 in total (ωB97M-V/def2-TZVPD, the Open Molecules 2025 dataset).

ΔE to the lowest compared entry with this formula, charge and spin: 5.6 kcal/mol
total energy: -11400.14045 eV
HOMO energy (alpha / beta): -5.47 / -9.74 eV
gap between HOMO and LUMO (alpha / beta): 5.64 / 9.91 eV

Structure (ORCA input):
```
! RIJCOSX wB97M-V def2-TZVPD def2/J DEFGRID3
* xyz 0 2
C -2.32 0.65 0.53
C -1.08 0.62 1.42
C 0.59 -1.23 1.55
N -0.08 -0.26 0.85
H -2.08 1.05 -0.46
H -2.74 -0.35 0.44
H -3.08 1.31 0.96
H -0.69 1.64 1.48
H -1.34 0.22 2.39
H 1.26 -1.89 1.04
H 0.31 -1.38 2.58
H 0.01 -0.20 -0.15
N 1.29 0.83 -1.79
C 2.10 -0.28 -1.54
O 1.40 -1.46 -1.49
O 3.26 -0.22 -1.28
H 0.62 0.76 -2.54
H 1.82 1.68 -1.82
H 0.73 -1.50 -2.18
*
```



# C4H11N2O2P

The molecule C4H11N2O2P at a distorted geometry (ωB97M-V/def2-TZVPD, the Open Molecules 2025 dataset).

ΔE to the lowest compared entry with this formula, charge and spin: 59.0 kcal/mol
total energy: -20689.23505 eV
HOMO energy: -8.10 eV
gap between HOMO and LUMO: 9.01 eV
SMILES: CN1CCNP1OCO

Structure (ORCA input):
```
! RIJCOSX wB97M-V def2-TZVPD def2/J DEFGRID3
* xyz 0 1
C -0.39 -0.56 2.21
N -0.04 -0.23 0.89
C 0.84 -1.23 0.35
C 0.36 -1.56 -1.12
N -0.63 -0.51 -1.48
P -1.48 0.04 -0.12
O -1.55 1.66 -0.30
C -0.52 2.53 -0.85
O -0.43 2.70 -2.21
H -1.11 0.18 2.58
H -0.64 -1.54 2.39
H 0.35 -0.31 2.98
H 0.91 -2.04 1.01
H 1.78 -0.73 0.45
H 1.21 -1.74 -1.90
H -0.26 -2.63 -1.11
H -1.17 -0.79 -2.28
H 0.56 2.14 -0.50
H -0.78 3.36 -0.18
H -1.13 3.33 -2.40
*
```